*P*
Below is the molecule C9H13NO3, with properties calculated with the ωB97M-V functional and the def2-TZVPD basis.

```
26
Properties=species:S:1:pos:R:3:nbo_charge:R:1
O -1.034 3.508 0.079 -0.544
O -0.914 2.995 -2.048 -0.412
O -1.313 0.458 -2.690 -0.522
N -1.075 2.537 -0.922 0.426
C -1.275 -1.148 -0.937 -0.488
C -0.940 -0.392 1.346 -0.397
C 1.860 0.078 0.624 -0.413
C -1.045 1.103 0.905 -0.433
C -0.266 -1.077 0.197 -0.266
C 1.460 -1.038 -1.607 -0.672
C -1.234 0.265 -1.476 0.519
C 1.103 -0.572 -0.247 0.035
C -0.983 1.310 -0.554 -0.019
H 2.490 -0.819 -1.741 0.226
H -1.832 -0.869 1.727 0.218
H 1.083 -1.988 -1.898 0.227
H -1.421 4.316 -0.351 0.498
H -1.203 -1.872 -1.700 0.241
H 2.888 0.326 0.244 0.200
H -0.243 1.576 1.372 0.233
H -2.195 -1.266 -0.345 0.228
H -0.309 -0.523 2.236 0.213
H -2.023 1.559 1.354 0.229
H 1.583 0.307 1.597 0.199
H -0.308 -2.149 0.568 0.230
H 0.988 -0.368 -2.346 0.246
```

- orbital gap (eV) = 8.872
- HOMO level (eV) = -8.981
- SMILES = C=C(C)[C@H]1CC/C(=[N+](/[O-])O)C(=O)C1


*Q*
Below is a cluster of 3 separate species, C9H13NO3 in total, with properties calculated with the ωB97M-V functional and the def2-TZVPD basis.

```
26
Properties=species:S:1:pos:R:3:nbo_charge:R:1
O 0.691 2.001 -0.618 -0.450
O -6.096 0.349 1.917 -0.496
O -5.111 0.043 -0.089 -0.524
N -0.647 -0.125 -1.605 -0.623
C 0.890 0.720 -0.158 0.196
C -1.357 -1.275 -2.030 -0.415
C 0.857 2.988 0.319 0.087
C 1.604 1.031 0.959 -0.265
C 0.139 -0.457 -0.472 0.215
C 0.517 -1.814 0.206 -0.652
C 1.451 2.342 1.434 -0.316
C -1.746 0.107 1.112 -0.611
C -5.625 0.253 0.910 1.020
H -1.376 1.139 1.195 0.187
H 0.874 -2.684 -0.364 0.227
H -2.441 -0.891 -2.357 0.190
H -0.967 -1.721 -2.877 0.190
H 0.349 3.938 0.163 0.215
H 1.873 2.801 2.301 0.231
H -1.589 -2.074 -1.237 0.210
H -2.493 -0.280 0.495 0.187
H -1.450 -0.226 2.126 0.174
H 0.044 0.298 -2.291 0.383
H 1.439 -1.448 0.795 0.226
H -0.119 -1.970 0.932 0.222
H 1.898 0.189 1.560 0.194
```

- orbital gap (alpha / beta) (eV) = 6.724 / 8.012
- HOMO level (alpha / beta) (eV) = -6.412 / -7.681


Energy ordering: *P* at the bottom, the next structure 24.0 kcal/mol above.


*P*
Below is a structure of composition C5H6O2, with properties calculated with the ωB97M-V functional and the def2-TZVPD basis.

```
13
Properties=species:S:1:pos:R:3:nbo_charge:R:1
O -2.347 0.659 0.731 -0.499
O 0.744 -1.641 1.834 -0.496
C 0.114 0.997 0.983 -0.543
C -0.081 -0.037 -0.149 -0.184
C -1.172 0.417 0.702 0.575
C 0.160 0.166 -1.592 -0.634
C 0.534 -1.652 0.671 0.469
H 0.046 1.275 -1.887 0.227
H -0.551 -0.259 -2.232 0.228
H 1.149 -0.123 -1.839 0.220
H 0.762 -2.540 -0.014 0.145
H 0.567 0.677 1.892 0.252
H 0.076 2.059 0.898 0.241
```

- orbital gap (eV) = 9.540
- HOMO level (eV) = -8.907


*Q*
Below is the molecule C5H6O2, with properties calculated with the ωB97M-V functional and the def2-TZVPD basis.

```
13
Properties=species:S:1:pos:R:3:nbo_charge:R:1
O -1.226 2.157 -0.062 -0.502
O 2.148 0.832 -0.539 -0.558
C -0.995 -1.144 -0.113 -0.405
C -0.441 -0.559 1.155 -0.363
C -0.169 1.619 -0.182 0.468
C 1.349 -0.066 -0.823 0.411
C 0.047 -0.063 -0.185 -0.318
H -2.002 -0.866 -0.408 0.229
H -1.075 0.144 1.695 0.226
H -0.744 -2.186 -0.340 0.226
H 1.524 -0.665 -1.729 0.143
H 1.031 1.818 -0.231 0.220
H 0.213 -1.161 1.778 0.223
```

- orbital gap (eV) = 9.532
- HOMO level (eV) = -9.107
- SMILES = O=CC1(C=O)CC1


*R*
Below is the molecule C5H6O2, with properties calculated with the ωB97M-V functional and the def2-TZVPD basis.

```
13
Properties=species:S:1:pos:R:3:nbo_charge:R:1
O 0.349 0.166 -0.044 -0.499
O -2.746 -1.242 0.452 -0.443
C -2.334 -0.173 0.154 0.740
C 2.125 -0.839 0.895 -0.757
C -1.902 0.914 -0.430 -0.584
C 1.264 -0.650 -0.376 0.244
C -0.524 0.801 -0.984 -0.058
H -2.437 1.856 -0.267 0.271
H 1.563 -0.438 1.719 0.208
H -0.143 1.771 -1.051 0.200
H -0.440 0.319 -1.900 0.206
H 2.090 -1.917 1.129 0.232
H 3.135 -0.568 0.702 0.240
```

- orbital gap (eV) = 8.915
- HOMO level (eV) = -8.301


*S*
Below is the molecule C5H6O2, with properties calculated with the ωB97M-V functional and the def2-TZVPD basis.

```
13
Properties=species:S:1:pos:R:3:nbo_charge:R:1
O 2.040 -1.362 -0.464 -0.509
O -1.485 1.796 -0.098 -0.539
C -0.529 -0.649 1.344 -0.308
C 0.123 0.063 -0.237 -0.246
C -0.847 -1.052 -0.051 -0.429
C -0.373 1.432 -0.425 0.396
C 1.537 -0.267 -0.589 0.400
H 0.605 -0.010 1.474 0.274
H -0.508 -2.024 -0.399 0.248
H 2.130 0.582 -0.995 0.124
H -1.852 -0.738 -0.351 0.258
H 0.320 2.103 -0.980 0.126
H -1.161 0.127 1.771 0.205
```

- orbital gap (eV) = 8.919
- HOMO level (eV) = -9.465
- SMILES = O=CC1(C=O)CC1


Energy ordering: *Q* at the bottom, the next structure 12.1 kcal/mol above.


*P*
Below is the molecule C5H6O2, with properties calculated with the ωB97M-V functional and the def2-TZVPD basis.

```
13
Properties=species:S:1:pos:R:3:nbo_charge:R:1
O 0.324 -1.003 -1.691 -0.501
O -1.466 -1.383 0.386 -0.704
C 2.962 0.139 0.247 -0.118
C -1.392 0.992 0.012 -0.621
C -0.608 -0.266 0.385 0.019
C 0.526 -0.476 -0.616 0.497
C 1.858 -0.073 -0.189 -0.144
H -0.762 1.889 0.024 0.213
H -1.181 -1.978 -0.319 0.485
H 3.944 0.314 0.630 0.242
H -0.173 -0.152 1.386 0.181
H -2.207 1.127 0.730 0.227
H -1.824 0.870 -0.986 0.223
```

- orbital gap (eV) = 10.419
- HOMO level (eV) = -10.528
- SMILES = C#CC(=O)[C@@H](C)O


*Q*
Below is the molecule C5H6O2, with properties calculated with the ωB97M-V functional and the def2-TZVPD basis.

```
13
Properties=species:S:1:pos:R:3:nbo_charge:R:1
O 1.172 -1.992 -2.305 -0.501
O -2.511 0.664 0.604 -0.695
C -0.168 0.639 0.974 -0.044
C -1.451 1.245 1.347 -0.131
C 0.711 -0.054 0.527 -0.001
C 1.230 -0.991 -1.640 0.457
C 1.596 -0.989 -0.160 -0.588
H -2.307 -0.277 0.508 0.473
H -1.596 1.130 2.430 0.190
H 1.458 -2.004 0.226 0.256
H -1.453 2.316 1.123 0.208
H 2.651 -0.708 -0.045 0.258
H 0.992 0.014 -2.051 0.118
```

- orbital gap (eV) = 10.707
- HOMO level (eV) = -9.972
- SMILES = O=CCC#CCO


Energy ordering: *P* at the bottom, the next structure 4.1 kcal/mol above.